A) The following is a DFT calculation (ωB97M-V/def2-TZVPD) of 2 unconnected molecules or ions with the total composition C7H13O.

Geometry (Å):
1 C -2.548 -0.526 -0.916
2 O -3.698 -0.076 -0.442
3 C -1.520 -0.883 0.284
4 C -0.107 -1.230 -0.008
5 C 1.034 -0.540 0.344
6 C 2.341 -1.028 0.301
7 C 0.885 0.925 0.768
8 C -0.036 1.886 0.053
9 H -2.032 0.139 -1.677
10 H -2.636 -1.499 -1.460
11 H -1.982 -1.714 0.823
12 H -1.537 -0.053 0.975
13 H 3.892 0.364 -0.251
14 H 0.108 -2.173 -0.525
15 H 2.553 -1.977 -0.199
16 H 3.248 -0.304 0.096
17 H 0.982 0.934 1.896
18 H 1.924 1.253 0.518
19 H -0.773 1.468 -0.623
20 H -0.635 2.541 0.678
21 H 0.537 2.490 -0.633

multiplicity: 1
highest occupied orbital energy: -3.17 eV
charge: -1
E_LUMO: 2.041 eV

B) The following is a DFT calculation (ωB97M-V/def2-TZVPD) of a gas-phase ion, C7H13O (charge -1).

Geometry (Å):
1 C 0.212 1.139 -1.478
2 C 0.601 0.098 -0.752
3 C 2.034 -0.068 -0.302
4 C 2.145 0.585 1.103
5 C -0.375 -1.099 -0.298
6 C -1.433 -0.775 0.696
7 C -2.736 0.105 0.108
8 O -3.282 0.758 1.061
9 H 0.898 1.910 -1.636
10 H -0.714 1.253 -1.996
11 H 2.549 -1.145 -0.286
12 H 2.701 0.507 -0.925
13 H 1.063 0.666 1.476
14 H 2.656 -0.073 1.734
15 H 2.690 1.446 1.057
16 H -0.862 -1.389 -1.229
17 H 0.210 -1.917 -0.029
18 H -1.788 -1.667 1.017
19 H -1.010 -0.286 1.651
20 H -2.242 0.744 -0.709
21 H -3.316 -0.791 -0.264

multiplicity: 1
highest occupied orbital energy: -2.04 eV
structure (SMILES): C=C(CC)CCC[O-]
charge: -1
E_LUMO: 3.578 eV

B) is favored, and the nearest alternative lies 334.9 kJ/mol above it.

A) The following is a DFT calculation (ωB97M-V/def2-TZVPD) of a molecular structure, C14H30O4S.

Geometry (Å):
1 C -4.512 0.559 1.988
2 C -3.945 1.032 0.530
3 C -3.092 0.099 -0.236
4 C -1.870 -0.304 0.472
5 H -2.083 -1.085 1.216
6 H -1.569 0.587 0.909
7 C -0.958 -1.075 -0.221
8 C -1.386 -2.279 -1.037
9 C -0.306 -3.117 -1.626
10 H 0.213 -2.696 -2.410
11 H -0.700 -3.909 -1.827
12 H 0.436 -3.218 -0.909
13 H -2.125 -2.321 -1.771
14 H -1.785 -2.769 -0.048
15 C -0.424 -0.030 -1.654
16 C 1.035 0.125 -1.469
17 H 1.421 0.485 -2.477
18 H 1.552 -0.874 -1.491
19 C 1.759 1.113 -0.509
20 C 3.080 0.725 0.015
21 H 3.621 0.556 -1.124
22 H 3.416 1.624 0.588
23 C 3.250 -0.471 0.814
24 C 4.637 -1.031 0.885
25 H 4.989 -1.160 -0.548
26 H 4.900 -1.947 1.318
27 H 5.385 -0.499 1.082
28 C 2.877 -0.160 2.172
29 H 2.820 -1.275 2.897
30 H 3.534 0.376 2.728
31 H 1.832 0.163 2.211
32 H 2.578 -1.394 0.221
33 H 1.056 0.932 0.461
34 O 1.570 2.268 -0.819
35 S 0.349 3.161 -0.260
36 O -0.198 2.784 0.872
37 O 0.837 4.583 -0.322
38 O -0.638 3.210 -1.226
39 H -0.488 4.012 -2.008
40 H -0.880 -0.275 -2.389
41 H -0.776 0.895 -1.231
42 H -0.145 -1.079 0.496
43 H -3.921 -0.960 -0.283
44 H -3.100 0.250 -1.185
45 H -3.619 2.018 0.580
46 H -4.819 1.216 -0.086
47 H -3.634 0.303 2.610
48 H -4.970 -0.530 1.852
49 H -5.200 1.383 2.253

multiplicity: 1
highest occupied orbital energy: -8.43 eV
E_LUMO: -0.133 eV

B) The following is a DFT calculation (ωB97M-V/def2-TZVPD) of C14H30O4S in the gas phase.

Geometry (Å):
1 C 0.959 -4.893 -0.693
2 C 1.026 -3.544 -1.399
3 C -0.242 -3.274 -2.208
4 C -0.199 -1.950 -2.974
5 C -0.309 -0.709 -2.079
6 C 0.121 0.547 -2.854
7 C 1.634 0.732 -2.851
8 C -1.730 -0.566 -1.496
9 C -1.725 -0.493 0.033
10 C -1.024 0.767 0.554
11 C -1.966 1.960 0.708
12 C -1.262 3.321 0.637
13 C -2.303 4.437 0.709
14 C -0.227 3.488 1.747
15 O -0.426 0.485 1.827
16 S 1.088 0.114 1.776
17 O 1.747 0.764 0.702
18 O 1.601 0.210 3.095
19 O 1.041 -1.444 1.413
20 H 1.869 -5.073 -0.124
21 H 0.841 -5.699 -1.414
22 H 0.115 -4.923 -0.007
23 H 1.889 -3.529 -2.069
24 H 1.170 -2.760 -0.654
25 H -0.375 -4.087 -2.927
26 H -1.104 -3.288 -1.538
27 H -1.013 -1.930 -3.704
28 H 0.739 -1.907 -3.530
29 H 0.392 -0.830 -1.249
30 H -0.330 1.431 -2.397
31 H -0.249 0.486 -3.881
32 H 2.133 -0.119 -3.308
33 H 1.994 0.834 -1.829
34 H 1.909 1.625 -3.407
35 H -2.213 0.325 -1.900
36 H -2.342 -1.420 -1.791
37 H -1.193 -1.361 0.424
38 H -2.746 -0.525 0.419
39 H -0.200 1.029 -0.113
40 H -2.711 1.907 -0.088
41 H -2.483 1.863 1.665
42 H -0.747 3.388 -0.329
43 H -3.036 4.337 -0.089
44 H -1.825 5.409 0.614
45 H -2.827 4.406 1.662
46 H 0.584 2.772 1.641
47 H 0.194 4.491 1.714
48 H -0.688 3.339 2.721
49 H 1.087 -1.945 2.227

multiplicity: 1
highest occupied orbital energy: -10.75 eV
structure (SMILES): CCCC[C@@H](CC)CC[C@@H](CC(C)C)OS(=O)(=O)O
E_LUMO: 0.461 eV

B) is favored, and the nearest alternative lies 1522.5 kJ/mol above it.

A) The following is a DFT calculation (ωB97M-V/def2-TZVPD) of a gas-phase ion, C8H13N2 (charge +1).

Geometry (Å):
1 C 0.062 1.424 0.359
2 C 1.752 -0.629 -0.685
3 C -1.804 -0.502 -0.593
4 C 2.243 0.519 0.129
5 C -2.246 0.765 0.218
6 C -0.022 -1.317 1.195
7 C 0.800 -1.510 0.092
8 C -0.783 -1.476 0.037
9 N 1.296 1.637 0.120
10 N -1.130 1.863 0.106
11 H 1.314 -0.285 -1.675
12 H 2.649 -1.390 -0.933
13 H -2.793 -0.989 -0.750
14 H -1.462 -0.305 -1.580
15 H 2.425 0.200 1.104
16 H 3.273 0.928 -0.162
17 H -3.090 1.219 -0.283
18 H -2.456 0.425 1.242
19 H -0.102 -1.009 2.310
20 H 1.177 -2.467 0.210
21 H -1.290 -2.489 0.142
22 H 1.488 2.511 -0.342
23 H -1.300 2.877 -0.260

multiplicity: 1
highest occupied orbital energy (alpha / beta): -11.72 / -13.35 eV
charge: +1
E_LUMO (alpha / beta): -5.253 / -4.015 eV

B) The following is a DFT calculation (ωB97M-V/def2-TZVPD) of a gas-phase ion, C8H13N2 (charge +1).

Geometry (Å):
1 C -1.000 0.094 -0.186
2 C -0.923 -1.193 -0.110
3 C -1.916 1.342 -0.291
4 C -0.136 -2.298 -0.192
5 C 1.125 0.575 0.964
6 C 2.080 -0.708 0.880
7 C 1.391 -0.445 -1.344
8 C 0.539 0.583 -0.499
9 N 1.819 -1.363 -0.388
10 N -3.142 1.477 0.424
11 H -1.398 2.318 0.048
12 H -2.085 1.477 -1.399
13 H -0.051 -3.077 -0.998
14 H 0.144 -2.696 0.845
15 H 0.222 0.358 1.612
16 H 1.731 1.489 1.197
17 H 3.150 -0.389 0.881
18 H 2.009 -1.304 1.746
19 H 0.850 -0.930 -2.080
20 H 1.962 0.293 -1.961
21 H 0.463 1.656 -0.941
22 H -3.729 0.729 0.504
23 H -3.106 2.012 1.288

multiplicity: 1
highest occupied orbital energy (alpha / beta): -13.04 / -13.04 eV
charge: +1
E_LUMO (alpha / beta): -6.740 / -6.722 eV

A) is favored, and the nearest alternative lies 55.0 kJ/mol above it.

A) The following is a DFT calculation (ωB97M-V/def2-TZVPD) of 4 unconnected molecules or ions with the total composition H6IO3.

Geometry (Å):
1 I 1.409 0.032 -1.876
2 O 1.419 -1.068 1.779
3 H 1.419 -0.883 0.794
4 H 1.249 -2.072 1.856
5 O -1.708 -1.763 -0.935
6 H -0.910 -1.248 -1.300
7 H -2.355 -1.050 -0.425
8 O -0.495 2.736 -0.285
9 H 0.287 2.171 -0.156
10 H -0.315 3.147 0.546

multiplicity: 1
highest occupied orbital energy: -4.16 eV
charge: -1
E_LUMO: 3.584 eV

B) The following is a DFT calculation (ωB97M-V/def2-TZVPD) of 4 unconnected molecules or ions with the total composition H6IO3.

Geometry (Å):
1 I -1.661 0.558 -0.870
2 O 1.571 0.106 -2.577
3 H 0.704 0.081 -2.121
4 H 1.520 -0.607 -3.220
5 O 0.058 -2.216 0.783
6 H 0.520 -1.564 1.318
7 H -0.569 -1.677 0.260
8 O -0.772 2.122 2.327
9 H -0.401 1.319 2.701
10 H -0.971 1.878 1.400

multiplicity: 1
highest occupied orbital energy: -4.47 eV
charge: -1
E_LUMO: 3.581 eV

B) is favored, and the nearest alternative lies 83.6 kJ/mol above it.

A) The following is a DFT calculation (ωB97M-V/def2-TZVPD) of C7H12O2S in the gas phase.

Geometry (Å):
1 C -2.237 -0.452 -0.981
2 C -1.383 -0.008 -0.039
3 C -2.172 0.473 1.117
4 C 0.715 -0.480 1.241
5 C 0.714 1.379 -0.413
6 C 0.565 -0.878 -1.310
7 C 0.144 0.021 -0.114
8 O -4.331 -1.130 0.469
9 O -4.324 1.068 -0.624
10 S -3.624 0.005 0.017
11 H -2.151 -1.011 -1.901
12 H -2.127 -0.243 1.989
13 H -1.947 1.467 1.464
14 H 1.682 -0.157 1.308
15 H 0.188 0.034 2.060
16 H 0.553 -1.553 1.359
17 H 1.765 1.470 -0.561
18 H 0.381 2.052 0.320
19 H 0.460 1.501 -1.398
20 H 1.691 -0.752 -1.370
21 H 0.170 -0.694 -2.228
22 H 0.406 -2.041 -1.252

multiplicity: 1
highest occupied orbital energy: -10.13 eV
E_LUMO: 0.581 eV

B) The following is a DFT calculation (ωB97M-V/def2-TZVPD) of C7H12O2S in the gas phase.

Geometry (Å):
1 C 0.597 2.236 0.564
2 C 1.191 0.965 0.080
3 C 2.680 0.750 0.152
4 C 0.276 0.066 -0.221
5 C 0.267 -1.472 -0.504
6 C -0.991 -2.090 -0.021
7 C -2.298 -1.319 -0.479
8 S -1.834 0.479 -0.031
9 O -1.991 0.850 1.358
10 O -2.139 1.514 -0.998
11 H 0.300 2.032 1.547
12 H 1.305 3.005 0.400
13 H -0.309 2.420 0.075
14 H 3.113 0.675 -0.777
15 H 3.052 1.534 0.762
16 H 2.756 -0.231 0.629
17 H 0.415 -1.454 -1.694
18 H 1.209 -1.908 -0.126
19 H -1.130 -3.154 -0.216
20 H -0.855 -1.930 1.089
21 H -2.335 -1.310 -1.528
22 H -3.281 -1.656 -0.059

multiplicity: 1
highest occupied orbital energy: -9.08 eV
structure (SMILES): CC(C)=C1CCCS1(=O)=O
E_LUMO: 0.741 eV

C) The following is a DFT calculation (ωB97M-V/def2-TZVPD) of C7H12O2S in the gas phase.

Geometry (Å):
1 C 0.892 3.776 -0.325
2 C 1.901 2.704 -0.037
3 O 3.067 2.990 -0.259
4 S 1.511 1.616 1.302
5 C 1.086 -0.008 0.344
6 C -0.232 0.114 -0.350
7 C -1.037 -1.140 -0.019
8 O -0.095 -2.057 0.499
9 C 0.968 -1.353 1.149
10 C 0.608 -1.150 2.677
11 H 0.351 4.170 0.553
12 H 1.434 4.601 -0.894
13 H 0.143 3.348 -1.078
14 H 1.743 -0.119 -0.499
15 H -0.140 0.379 -1.465
16 H -0.778 1.018 -0.002
17 H -1.766 -0.853 0.717
18 H -1.597 -1.593 -0.868
19 H 1.980 -1.850 0.934
20 H 0.762 -1.995 3.440
21 H -0.308 -0.685 2.855
22 H 1.148 -0.269 2.969

multiplicity: 1
highest occupied orbital energy: -9.24 eV
structure (SMILES): CC(=O)S[C@@H]1CCO[C@@H]1C
E_LUMO: 0.139 eV

C) is favored, and the nearest alternative lies 56.1 kJ/mol above it.